Entry 1:
C2H2EuFO2 as an isolated structure at a distorted geometry, computed with ωB97M-V with the def2-TZVPD basis set.

Calculated values
M, g/mol: 229.00
DFT total energy, eV: -28238.895

The geometry in ORCA input format:
```
! RIJCOSX wB97M-V def2-TZVPD def2/J DEFGRID3
* xyz 1 8
F 4.05 0.04 -0.64
O -0.21 1.78 -0.21
C -1.18 1.09 -0.16
C -1.18 -0.39 0.24
O -0.02 -1.03 -0.05
Eu 2.07 -0.23 -0.10
H -1.99 -0.86 -0.37
H -1.54 -0.40 1.29
*
```


Entry 2:
C14H20N2O3 in the gas phase at a distorted geometry, computed with ωB97M-V with the def2-TZVPD basis set.

Calculated values
M, g/mol: 264.32
DFT total energy, eV: -23962.225
SMILES: CC(C)[C@H](N)C(=O)N[C@@H](Cc1ccccc1)C(=O)O

The geometry in ORCA input format:
```
! RIJCOSX wB97M-V def2-TZVPD def2/J DEFGRID3
* xyz 0 1
C 2.61 -0.69 -0.54
C 1.54 0.16 0.16
C 3.43 -1.39 0.52
C 2.65 -2.25 1.47
C 4.68 -2.15 -0.31
C -0.52 1.43 -0.40
C -0.06 2.77 0.28
C -1.50 0.80 0.53
C -2.61 -0.17 0.10
C -2.28 -1.62 -0.12
C -3.90 0.24 -0.05
C -3.40 -2.57 -0.11
C -4.88 -0.79 -0.40
C -4.67 -2.14 -0.35
H 3.64 -0.46 -2.41
H 3.75 0.95 -1.35
H 1.96 -1.42 -1.22
H 3.91 -0.61 1.14
H 3.27 -2.80 2.22
H 1.99 -2.92 0.97
H 2.02 -1.57 2.06
H 5.16 -1.48 -1.04
H 5.43 -2.67 0.30
H 4.01 -2.85 -0.97
H 0.84 1.44 -1.62
H -0.94 1.82 -1.30
H -2.03 1.79 0.89
H -1.02 0.47 1.39
H -1.23 -2.02 -0.27
H -4.18 1.34 -0.09
H -3.14 -3.57 0.14
H -5.93 -0.45 -0.57
H -5.54 -2.68 -0.60
H 1.21 4.10 -0.14
N 3.16 0.22 -1.74
N 0.63 0.78 -0.78
O 1.26 0.30 1.34
O -0.57 3.59 1.06
O 1.02 3.20 -0.49
*
```


Entry 3:
C26H33BF6MgN12PS as an isolated structure at a distorted geometry, computed with ωB97M-V with the def2-TZVPD basis set.

Calculated values
M, g/mol: 725.78
DFT total energy, eV: -87935.984

The geometry in ORCA input format:
```
! RIJCOSX wB97M-V def2-TZVPD def2/J DEFGRID3
* xyz 1 1
Mg 0.37 -1.18 0.05
C -2.87 -1.30 -1.78
C -2.70 -0.52 -0.52
C -3.70 0.26 0.09
C -3.10 0.80 1.21
N -1.83 0.37 1.24
N -1.58 -0.46 0.19
B -0.76 0.64 2.29
N 0.56 1.26 1.64
C 1.70 1.37 2.33
C 2.56 2.26 1.71
C 1.90 2.70 0.58
C 2.39 3.57 -0.51
N 0.69 2.09 0.55
N -0.30 -0.70 2.89
C -0.41 -1.23 4.12
C 0.29 -2.41 4.15
C 0.83 -2.56 2.86
C 1.73 -3.65 2.40
N 0.45 -1.53 2.10
N -1.24 1.72 3.25
C -1.42 1.83 4.59
C -1.85 3.10 4.85
C -1.89 3.74 3.59
C -2.30 5.14 3.29
N -1.52 2.90 2.64
H -3.93 -1.34 -2.03
H -2.34 -0.83 -2.61
H -2.51 -2.32 -1.67
H -4.71 0.40 -0.23
H -3.49 1.47 1.95
H 1.83 0.83 3.25
H 3.55 2.52 2.02
H 1.66 4.35 -0.75
H 3.32 4.03 -0.22
H 2.57 2.97 -1.41
H -1.00 -0.77 4.89
H 0.42 -3.08 4.99
H 2.72 -3.50 2.82
H 1.36 -4.62 2.73
H 1.84 -3.66 1.32
H -1.22 1.02 5.27
H -2.08 3.53 5.81
H -2.71 5.61 4.18
H -1.45 5.73 2.94
H -3.05 5.15 2.50
C -0.86 2.54 -5.23
C 0.49 2.55 -4.51
N 0.33 2.68 -3.07
C 0.19 1.62 -2.24
S -0.52 2.30 -0.63
N 0.38 0.44 -2.68
N 0.23 -0.73 -2.00
C 0.32 -1.80 -2.72
C 0.58 -1.79 -4.19
C 0.10 -3.08 -2.01
C 0.22 -4.31 -2.64
C -0.07 -5.47 -1.94
C -0.47 -5.37 -0.61
C -0.53 -4.12 -0.04
N -0.25 -3.01 -0.71
H -0.72 2.36 -6.29
H -1.37 3.50 -5.10
H -1.49 1.75 -4.82
H 1.10 3.39 -4.85
H 1.04 1.63 -4.70
H 0.04 3.57 -2.71
H 0.26 -0.85 -4.61
H 0.08 -2.61 -4.70
H 1.66 -1.88 -4.36
H 0.55 -4.38 -3.67
H 0.00 -6.43 -2.42
H -0.72 -6.25 -0.03
H -0.82 -3.98 1.00
F 2.42 -2.45 -0.58
P 3.44 -1.16 -0.45
F 4.27 0.19 -0.31
F 2.00 -0.23 -0.21
F 3.44 -1.36 1.14
F 4.70 -2.06 -0.66
F 3.24 -0.90 -2.02
*
```


Entry 4:
An isolated ion of composition C4H9INO and charge +1 at a distorted geometry, computed with ωB97M-V with the def2-TZVPD basis set.

Calculated values
M, g/mol: 214.03
DFT total energy, eV: -15918.781

The geometry in ORCA input format:
```
! RIJCOSX wB97M-V def2-TZVPD def2/J DEFGRID3
* xyz 1 1
C 1.63 0.90 1.44
C 1.77 0.06 0.19
C 1.04 0.59 -1.00
C -3.54 -1.64 -0.99
N -0.30 0.06 -0.76
O -1.00 0.56 0.11
I -3.40 -0.25 0.50
H 1.86 1.89 1.19
H 0.78 0.64 2.07
H 2.33 0.42 2.16
H 1.48 -0.94 0.37
H 2.80 -0.02 -0.11
H 1.07 1.71 -1.05
H 1.46 0.04 -1.81
H -3.76 -2.59 -0.52
H -4.22 -1.41 -1.81
*
```


Question: What is the M in the third record?
Answer: 725.78 g/mol